Computed, not measured: a cluster of 8 separate species, C43H87NO19S in total at a distorted geometry, with ωB97M-V/def2-TZVPD.

Structure (ORCA input):
```
! wB97M-V def2-TZVPD RIJCOSX def2/J DEFGRID3
* xyz 0 1
C 2.650 -3.125 -0.383
C 3.110 -2.548 -1.727
C 2.225 -1.355 -2.156
C 1.818 -1.348 -3.642
C 0.494 -0.609 -3.919
C -0.685 -1.501 -4.357
C -0.358 -2.316 -5.635
S -1.485 -3.682 -5.897
O -0.797 -4.681 -6.659
O -2.686 -3.141 -6.455
O -1.801 -4.328 -4.481
C -1.034 -3.851 -3.335
N 0.335 -4.253 -3.321
C 0.623 -5.477 -2.549
C -0.172 -6.715 -2.950
C -0.028 -7.089 -4.430
C -1.303 -2.355 -3.235
O -0.933 -1.842 -1.978
C -1.838 -2.091 -0.921
C -3.046 -1.132 -0.885
C -4.331 -1.779 -1.401
O -3.267 -0.772 0.478
H 1.828 -3.827 -0.507
H 3.471 -3.649 0.108
H 2.301 -2.321 0.265
H 4.119 -2.166 -1.575
H 3.120 -3.311 -2.504
H 1.340 -1.310 -1.525
H 2.787 -0.434 -1.984
H 1.844 -2.353 -4.049
H 2.606 -0.793 -4.159
H 0.676 0.071 -4.758
H 0.229 0.032 -3.084
H -1.480 -0.817 -4.665
H 0.655 -2.706 -5.632
H -0.467 -1.643 -6.480
H -1.502 -4.316 -2.469
H 0.703 -4.392 -4.254
H 0.521 -5.254 -1.488
H 1.681 -5.695 -2.712
H 0.170 -7.538 -2.321
H -1.225 -6.569 -2.696
H 0.885 -6.696 -4.874
H 0.031 -8.175 -4.512
H -0.894 -6.793 -5.014
H -2.390 -2.254 -3.344
H -1.278 -1.926 -0.002
H -2.187 -3.127 -0.895
H -2.808 -0.262 -1.501
H -4.343 -2.848 -1.185
H -4.415 -1.687 -2.485
H -5.200 -1.331 -0.927
H -2.874 0.091 0.624
O -1.107 0.931 2.442
C -1.472 2.013 2.825
O -2.540 2.580 2.229
C -3.155 3.779 2.726
C -2.468 5.031 2.229
C -0.733 2.787 3.887
H -3.217 3.753 3.814
H -4.176 3.737 2.347
H -1.440 5.086 2.584
H -2.998 5.916 2.583
H -2.449 5.040 1.138
H 0.095 3.316 3.422
H -0.334 2.088 4.620
H -1.349 3.499 4.418
O 0.879 0.341 8.128
C 0.272 -0.432 7.440
O -0.579 0.053 6.517
C -1.226 -0.775 5.542
C -2.493 -1.402 6.085
C 0.393 -1.927 7.630
H -0.533 -1.516 5.144
H -1.469 -0.109 4.717
H -2.288 -2.069 6.923
H -2.994 -1.975 5.304
H -3.171 -0.627 6.442
H -0.276 -2.227 8.436
H 1.416 -2.146 7.927
H 0.164 -2.513 6.744
O -0.613 3.784 -4.410
C -1.286 3.322 -5.287
O -0.707 2.516 -6.197
C -1.438 1.765 -7.164
C -1.766 2.582 -8.396
C -2.750 3.674 -5.433
H -2.330 1.320 -6.717
H -0.780 0.939 -7.433
H -2.412 3.427 -8.157
H -2.270 1.963 -9.138
H -0.851 2.981 -8.834
H -2.827 4.620 -5.967
H -3.166 3.799 -4.437
H -3.343 2.924 -5.952
O 2.649 -8.326 -1.047
C 3.551 -8.299 -1.838
O 3.360 -8.867 -3.046
C 4.298 -8.747 -4.119
C 5.398 -9.783 -4.035
C 4.897 -7.707 -1.491
H 4.691 -7.731 -4.172
H 3.706 -8.904 -5.019
H 5.997 -9.662 -3.132
H 6.059 -9.704 -4.898
H 4.968 -10.785 -4.014
H 5.478 -8.461 -0.961
H 4.733 -6.863 -0.827
H 5.469 -7.356 -2.347
O -0.462 5.524 5.098
C 0.400 6.356 5.033
O 1.674 5.977 5.249
C 2.787 6.853 5.047
C 3.054 7.722 6.258
C 0.070 7.808 4.785
H 2.653 7.441 4.138
H 3.631 6.188 4.872
H 2.216 8.386 6.468
H 3.943 8.332 6.096
H 3.211 7.099 7.138
H -0.226 8.261 5.729
H -0.781 7.841 4.108
H 0.877 8.389 4.345
O 6.823 -2.094 0.437
C 6.343 -1.081 0.866
O 5.286 -0.547 0.226
C 4.524 0.550 0.738
C 5.144 1.887 0.388
C 6.935 -0.360 2.055
H 4.362 0.437 1.811
H 3.551 0.455 0.260
H 6.130 2.005 0.838
H 4.507 2.700 0.738
H 5.261 1.974 -0.692
H 7.760 0.260 1.706
H 7.327 -1.107 2.741
H 6.229 0.262 2.600
O -3.572 7.748 4.632
C -4.731 7.442 4.674
O -5.320 7.004 3.543
C -6.643 6.460 3.514
C -7.701 7.538 3.402
C -5.550 7.596 5.935
H -6.808 5.807 4.371
H -6.661 5.828 2.627
H -7.695 8.199 4.269
H -8.691 7.089 3.321
H -7.520 8.150 2.519
H -5.892 8.628 5.998
H -4.901 7.390 6.782
H -6.409 6.933 5.997
*
```

**HOMO level**: -9.157 eV
**HOMO-LUMO gap**: 9.6 eV
**SMILES**: CCCCC[C@H]1CS(=O)(=O)O[C@@H](NCCC)[C@H]1OC[C@@H](C)O.CCOC(C)=O.CCOC(C)=O.CCOC(C)=O.CCOC(C)=O.CCOC(C)=O.CCOC(C)=O.CCOC(C)=O

Results of the Löwdin charge analysis, in e, for atoms 1 through 99: -0.094 -0.236 -0.198 -0.183 -0.133 -0.239 -0.156 0.621 -0.277 -0.267 -0.170 -0.291 0.047 -0.208 -0.226 -0.091 -0.251 -0.096 -0.131 -0.385 -0.040 -0.041 0.045 0.067 0.068 0.086 0.090 0.088 0.100 0.074 0.111 0.109 0.118 0.136 0.095 0.109 0.149 0.103 0.106 0.114 0.099 0.103 0.072 0.071 0.055 0.146 0.135 0.120 0.149 0.079 0.074 0.078 0.070 0.088 -0.519 -0.003 -0.223 -0.049 0.020 0.118 0.119 0.061 0.065 0.085 0.101 0.086 0.049 0.104 -0.532 -0.007 -0.227 -0.058 0.011 0.118 0.097 0.067 0.084 0.083 0.094 0.089 0.068 0.109 -0.532 -0.008 -0.246 -0.061 0.013 0.114 0.116 0.068 0.084 0.085 0.096 0.090 0.069 0.102 -0.532 -0.008 -0.240